{"formula": "C4H11N2", "method": "ωB97M-V with the def2-TZVPD basis set", "de_lowest_kcal_mol": 125.3, "lumo_ev": [-4.10, -4.10], "homo_energy_ev": [-12.73, -12.73], "total_charge": 1, "gap_ev": [8.63, 8.63], "symbols": ["C", "C", "C", "C", "N", "N", "H", "H", "H", "H", "H", "H", "H", "H", "H", "H", "H"], "xyz": [[2.26680, 1.09754, 0.01145], [1.96010, -0.17592, 0.10427], [-1.05106, -0.09137, -1.36425], [-0.49019, -0.10146, 0.04350], [-0.90018, 0.94233, 0.84900], [-0.79621, -1.45851, 0.86778], [3.24474, 1.35708, -0.39526], [1.65579, 1.92990, -0.07767], [2.62881, -1.02182, -0.15229], [-0.49909, 0.29315, -2.14364], [-2.09217, 0.44034, -1.20821], [-1.29178, -1.13762, -1.59654], [-0.41910, 1.32836, 1.69254], [-1.56192, 1.61680, 0.35431], [-0.10269, -2.11258, 0.59585], [-1.73554, -1.76565, 0.56881], [-0.81630, -1.14056, 1.85033]], "forces_ev_per_angstrom": [[1.476, -1.627, -1.318], [-2.425, 0.741, -0.634], [-3.626, -1.348, 3.230], [3.287, 0.001, 1.451], [-1.004, 1.704, -0.819], [-1.359, 2.347, -1.164], [0.444, -0.199, 0.677], [-1.717, 1.254, 0.526], [-0.896, 0.270, 0.447], [1.414, 1.191, -1.259], [1.820, -0.843, -0.910], [0.024, 0.253, -0.355], [-0.361, -0.780, -1.369], [1.489, -1.064, 1.245], [0.841, -0.979, 0.282], [0.318, -0.157, 0.471], [0.274, -0.765, -0.500]]}

{"formula": "C8H6N2O", "method": "ωB97M-V with the def2-TZVPD basis set", "de_lowest_kcal_mol": 71.0, "lumo_ev": 0.63, "homo_energy_ev": -8.75, "total_charge": 0, "gap_ev": 9.38, "symbols": ["C", "C", "C", "C", "C", "C", "C", "C", "H", "H", "H", "H", "H", "H", "N", "N", "O"], "xyz": [[2.08345, -1.67488, -0.76382], [3.08484, -0.86902, -0.32433], [2.61980, 0.35008, 0.30885], [0.43854, -0.15177, -0.12509], [0.69027, -1.28163, -0.73654], [-1.03047, 0.25930, 0.03948], [-3.05361, 0.36902, -0.09986], [-2.65599, 1.29098, 0.82021], [2.31031, -2.74602, -1.38982], [4.13588, -0.98268, -0.35069], [3.58084, 0.98799, 0.64946], [0.05284, -2.08086, -0.97307], [-4.23920, 0.50485, -0.50616], [-3.14608, 2.08072, 1.42260], [1.32298, 0.70164, 0.40749], [-2.04724, -0.26160, -0.55207], [-1.33572, 1.17540, 0.93079]], "forces_ev_per_angstrom": [[-0.598, -3.325, -3.125], [-2.057, 2.215, 1.276], [1.630, -0.023, -0.434], [-3.383, 3.308, 1.720], [4.489, -3.384, -0.306], [3.246, -1.506, -0.121], [-8.158, 4.363, 1.026], [-1.694, 1.077, 0.914], [-0.475, 3.101, 2.085], [0.730, -0.685, -0.254], [-3.035, -0.748, -0.309], [-1.418, -0.171, -0.588], [3.625, -1.322, 0.962], [0.401, -0.886, -0.587], [2.670, -0.032, 0.059], [3.222, -2.780, -2.719], [0.806, 0.798, 0.404]]}

{"formula": "C35H40F5N5O15", "method": "ωB97M-V with the def2-TZVPD basis set", "smiles": "O=C1OC[C@@H](F)O1.O=C1OC[C@@H](F)O1.O=C1OC[C@@H](F)O1.O=C1OC[C@@H](F)O1.O=C1OC[C@@H](F)O1.c1cc[nH]c1.c1cc[nH]c1.c1cc[nH]c1.c1cc[nH]c1.c1cc[nH]c1", "de_lowest_kcal_mol": 0.0, "lumo_ev": 0.35, "homo_energy_ev": -7.97, "total_charge": 0, "gap_ev": 8.32, "symbols": ["O", "C", "O", "C", "C", "F", "O", "H", "H", "H", "O", "C", "O", "C", "C", "F", "O", "H", "H", "H", "O", "C", "O", "C", "C", "F", "O", "H", "H", "H", "O", "C", "O", "C", "C", "F", "O", "H", "H", "H", "O", "C", "O", "C", "C", "F", "O", "H", "H", "H", "C", "C", "C", "N", "C", "H", "H", "H", "H", "H", "C", "C", "C", "N", "C", "H", "H", "H", "H", "H", "C", "C", "C", "N", "C", "H", "H", "H", "H", "H", "C", "C", "C", "N", "C", "H", "H", "H", "H", "H", "C", "C", "C", "N", "C", "H", "H", "H", "H", "H"], "xyz": [[2.27272, 4.69731, 0.65772], [1.09081, 4.47926, 0.63857], [0.18985, 4.68008, 1.69412], [-0.98039, 3.99659, 1.35590], [-0.92498, 3.86710, -0.10397], [-1.47893, 4.96597, -0.77785], [0.44276, 3.92840, -0.46438], [-0.98958, 2.96410, 1.81769], [-1.87687, 4.55628, 1.63217], [-1.38879, 2.96768, -0.44199], [1.76991, 1.86587, -3.16464], [1.76226, 3.05002, -3.15357], [2.80867, 3.82583, -2.89370], [2.38747, 5.17825, -2.92882], [0.98339, 5.11830, -3.56661], [0.99580, 5.42783, -4.90745], [0.62600, 3.77868, -3.43604], [2.32199, 5.57738, -1.87758], [3.15409, 5.71633, -3.41878], [0.25168, 5.76251, -3.08633], [-2.16084, -1.78812, -2.42232], [-1.91505, -0.71095, -2.80743], [-0.81053, -0.33882, -3.48023], [-0.90248, 1.06118, -3.87728], [-2.43269, 1.33048, -3.62246], [-3.09172, 1.03313, -4.76878], [-2.79566, 0.34248, -2.74210], [-0.28604, 1.58064, -3.14267], [-0.55435, 1.33340, -4.87115], [-2.87544, 2.32878, -3.19747], [-4.20979, 2.87350, -0.12420], [-4.00942, 1.75741, 0.17865], [-2.78764, 1.15046, 0.20132], [-3.03550, -0.25592, 0.58578], [-4.53334, -0.32800, 0.89711], [-4.77263, -0.30396, 2.21618], [-5.03359, 0.89791, 0.51155], [-2.88923, -0.97552, -0.28152], [-2.32264, -0.59916, 1.35195], [-5.03884, -1.15633, 0.37771], [0.08966, 0.44960, 0.39212], [1.25924, 0.49740, 0.04807], [2.07605, 1.45655, 0.44366], [3.30212, 1.23803, -0.23324], [3.26146, -0.26045, -0.46717], [3.64222, -0.96909, 0.66488], [1.87792, -0.47725, -0.62118], [3.30050, 1.78105, -1.17972], [4.15700, 1.57652, 0.41040], [3.85775, -0.60531, -1.30087], [-6.89691, -3.28377, 0.26138], [-5.89872, -3.32420, -0.72378], [-4.71553, -3.63943, -0.16281], [-4.89123, -3.69403, 1.21473], [-6.22930, -3.47518, 1.46015], [-7.88255, -2.96808, 0.13008], [-6.13095, -3.13504, -1.75076], [-3.73968, -3.70509, -0.53157], [-4.42334, -4.08348, 1.94780], [-6.46347, -3.59253, 2.51647], [0.86787, -4.85344, 0.19851], [0.28753, -5.33465, -0.95412], [-0.71230, -4.42042, -1.37600], [-0.53147, -3.28095, -0.52530], [0.37829, -3.58906, 0.40828], [1.59533, -5.34175, 0.78114], [0.57612, -6.27953, -1.50108], [-1.25863, -4.40389, -2.23507], [-0.96057, -2.38815, -0.60882], [0.76634, -2.85907, 1.14267], [5.07814, -2.69431, -3.17373], [4.09154, -1.60353, -3.51459], [2.88704, -2.03896, -2.99417], [3.07669, -3.19884, -2.29056], [4.44743, -3.60242, -2.42996], [6.10317, -2.61440, -3.43035], [4.29313, -0.74447, -4.20021], [1.88043, -1.62593, -3.05991], [2.47704, -3.89405, -1.85281], [4.79284, -4.56163, -2.05236], [3.59401, 1.06828, 5.74435], [4.71107, 1.11329, 4.89069], [4.43551, 2.02875, 3.87906], [3.15270, 2.38224, 4.03316], [2.68622, 1.98379, 5.26670], [3.40783, 0.56529, 6.64139], [5.64660, 0.50818, 4.97614], [4.86770, 2.00323, 2.94569], [2.67242, 3.10184, 3.42250], [1.75380, 2.31361, 5.74318], [-1.55814, -1.39125, 3.74871], [-0.60004, -2.42015, 3.75932], [0.67923, -1.87578, 3.86536], [0.48662, -0.53655, 4.05409], [-0.87935, -0.28746, 3.89669], [-2.57504, -1.65067, 3.85605], [-0.77509, -3.48694, 3.61796], [1.60364, -2.32518, 3.87600], [1.24363, 0.07651, 4.26789], [-1.20198, 0.73584, 4.10775]], "forces_ev_per_angstrom": [[-1.681, -0.025, 0.139], [0.557, -0.200, 0.311], [2.318, 0.103, -1.367], [-1.164, -1.117, 1.099], [0.013, 0.728, -2.153], [-0.144, -0.559, 0.573], [0.168, 0.301, 2.047], [-0.009, 1.063, -0.404], [0.216, -0.046, 0.194], [-0.209, -0.484, -0.594], [0.406, -0.534, 0.269], [-0.479, -0.047, -0.255], [-0.350, -0.280, 0.012], [-0.849, 0.435, 1.710], [0.503, 0.522, -0.073], [0.176, -0.017, 0.217], [0.770, -0.055, 0.188], [-0.042, -0.532, -0.915], [0.353, 0.772, -0.945], [-0.078, -0.094, 0.006], [-0.115, -1.483, 1.051], [0.064, 2.071, -1.794], [-0.082, 0.231, -0.573], [-1.191, 0.610, 2.207], [0.238, 1.364, 0.252], [-0.483, 0.350, -1.094], [0.170, -0.963, 1.249], [-0.367, 0.056, -0.322], [-0.185, -0.740, -0.091], [1.414, -1.626, -0.923], [0.234, 1.469, -0.301], [-0.261, -1.637, 0.101], [-1.427, -1.226, 0.704], [0.608, -1.080, -1.490], [0.703, 0.301, -0.143], [-0.032, -1.211, 1.733], [0.703, 1.209, -1.665], [0.075, 1.346, 0.587], [-0.559, 0.595, 0.072], [-0.033, 0.272, 0.513], [1.389, 0.166, -1.029], [-3.126, -0.636, 1.827], [0.149, 0.652, -0.158], [1.668, 0.232, 0.630], [0.474, 0.143, 0.558], [-0.008, 0.413, -0.331], [0.450, -0.114, -0.470], [0.076, -0.084, 0.039], [-0.872, -0.422, -0.589], [-0.271, -0.238, -0.197], [1.570, 0.254, 1.900], [-0.764, -0.068, -0.963], [0.730, -0.004, 1.572], [-3.277, 1.304, -2.698], [0.125, -0.459, 0.377], [-1.350, 0.141, -0.115], [0.376, -0.019, -0.427], [1.103, -0.256, -0.807], [2.383, -1.155, 1.560], [-0.747, 0.297, -0.455], [0.281, 0.904, 0.236], [-2.006, -0.998, -2.360], [3.758, 0.680, 3.111], [-0.486, -2.341, -1.163], [1.271, 0.841, 1.429], [0.758, -0.348, 0.574], [-0.711, 1.149, 0.858], [-1.525, 0.255, -1.948], [-0.386, 0.339, -0.251], [-0.741, -0.478, -0.532], [-1.198, 3.117, -0.809], [0.793, -1.605, -0.216], [-0.233, 0.031, -0.161], [2.695, -1.452, -0.174], [-2.123, -0.302, 0.489], [0.685, -0.304, -0.158], [-0.392, -0.911, 0.945], [0.443, 0.015, 0.013], [-0.669, 0.953, -0.248], [-0.209, 0.392, 0.105], [-0.090, 1.363, -0.404], [1.466, -0.489, -0.093], [-0.244, -2.670, 1.482], [-2.318, 3.361, -0.322], [-0.632, -0.696, -0.518], [0.256, -0.806, 1.136], [-1.069, 0.721, -0.110], [1.134, 0.625, -1.803], [0.921, -1.302, 1.214], [0.471, -0.097, -0.688], [-0.322, -3.225, 0.169], [1.886, -1.619, -0.703], [-3.485, 0.490, 0.469], [-0.993, -0.942, -1.042], [2.291, 4.929, 1.637], [-1.083, 0.558, -0.333], [-0.069, 0.374, 0.059], [1.864, -0.817, 0.079], [0.051, 0.755, -0.047], [-0.069, -0.440, -0.278]]}

{"formula": "H14O7Pt", "method": "ωB97M-V with the def2-TZVPD basis set", "de_lowest_kcal_mol": 184.0, "lumo_ev": [-12.09, -14.06], "homo_energy_ev": [-17.39, -17.28], "spin_multiplicity": 3, "total_charge": 2, "gap_ev": [5.30, 3.23], "symbols": ["Pt", "O", "H", "H", "O", "H", "H", "O", "H", "H", "O", "H", "H", "O", "H", "H", "O", "H", "H", "O", "H", "H"], "xyz": [[0.09466, 0.00163, -0.01964], [1.80632, -3.15104, -1.02554], [1.43368, -4.03268, -1.01593], [2.69956, -3.27154, -1.34776], [-3.61933, 0.81351, -1.55135], [-3.74874, 1.64238, -2.01229], [-4.19850, 0.19689, -1.99921], [1.86806, -0.57767, 3.43278], [1.38844, -0.70926, 4.25063], [2.77617, -0.78764, 3.65067], [-1.02000, 3.23165, 1.86172], [-0.38949, 3.60828, 2.47558], [-1.85973, 3.61514, 2.11473], [3.28096, 1.81083, -0.64204], [3.45931, 2.33394, -1.42355], [4.13655, 1.69908, -0.22765], [-2.62882, -2.14726, 2.01583], [-3.19590, -2.85226, 1.70340], [-2.98186, -1.91848, 2.87563], [0.17204, 0.17504, -3.98631], [0.95046, 0.46092, -4.46441], [-0.42383, -0.14146, -4.66529]], "forces_ev_per_angstrom": [[0.227, -0.108, 0.000], [-0.339, 0.618, 0.268], [-0.209, -0.294, 0.013], [0.332, 0.056, -0.142], [0.630, -0.139, 0.468], [-0.069, 0.483, -0.211], [-0.323, -0.379, -0.183], [-0.335, 0.296, -0.600], [-0.226, -0.091, 0.315], [0.399, -0.134, 0.004], [0.265, -0.548, -0.586], [0.372, 0.172, 0.320], [-0.518, 0.111, 0.089], [-0.770, -0.235, 0.238], [0.016, 0.206, -0.387], [0.354, -0.155, 0.233], [0.617, 0.316, -0.326], [-0.257, -0.335, -0.214], [-0.164, 0.161, 0.401], [-0.035, 0.039, 0.661], [0.271, 0.094, -0.161], [-0.238, -0.135, -0.200]]}